Below is 2 unconnected molecules or ions with the total composition C11H24NO3P, with properties calculated with ωB97M-V/def2-TZVPD.

Each line ends with the natural charge from an NBO analysis.
Atoms and positions in Å:
C (-0.392, -0.276, 1.480)  -0.665
C (0.304, 0.347, 0.133)  0.094
O (0.104, -0.605, -0.994)  -0.750
C (-0.127, 1.888, -0.225)  -0.722
P (-1.901, 2.075, -0.941)  0.449
C (-3.236, 2.013, 0.449)  -0.694
C (-4.414, 0.888, 0.074)  -0.417
C (-3.984, -0.651, 0.436)  -0.440
C (-3.462, -1.547, -0.834)  -0.238
N (-4.443, -1.654, -1.981)  -0.859
H (0.405, -0.380, 2.360)  0.217
H (-0.727, -1.386, 1.201)  0.237
H (-1.306, 0.326, 1.894)  0.214
H (1.478, 0.361, 0.327)  0.168
H (0.916, -0.430, -1.585)  0.490
H (0.034, 2.661, 0.650)  0.249
H (0.607, 2.243, -1.097)  0.248
H (-2.226, 0.940, -1.815)  0.000
H (-3.754, 3.082, 0.441)  0.231
H (-2.797, 1.874, 1.527)  0.221
H (-5.364, 1.142, 0.724)  0.214
H (-4.691, 1.081, -1.046)  0.204
H (-4.935, -1.211, 0.881)  0.204
H (-3.155, -0.702, 1.280)  0.216
H (-2.431, -1.163, -1.278)  0.223
H (-3.236, -2.652, -0.443)  0.195
H (-5.230, -2.319, -1.736)  0.354
H (-4.873, -0.738, -2.235)  0.355
O (3.493, 0.113, -1.693)  -0.583
C (4.302, -0.017, -0.789)  0.795
C (5.112, -1.248, -0.519)  -0.532
C (5.608, -0.999, 0.883)  -0.430
C (5.679, 0.504, 0.946)  -0.072
O (4.627, 0.967, 0.100)  -0.482
H (5.934, -1.300, -1.238)  0.241
H (4.493, -2.147, -0.571)  0.249
H (6.562, -1.485, 1.103)  0.225
H (4.868, -1.366, 1.605)  0.212
H (6.629, 0.892, 0.564)  0.180
H (5.526, 0.878, 1.962)  0.200

Properties
frontier orbital gap = 8.31 eV
HOMO = -7.738 eV
SMILES = C[C@@H](O)CPCCCCN.O=C1CCCO1
ΔE to the lowest compared entry with this formula, charge and spin = 225.6 kJ/mol
charge = 0

---

Below is C21H19N3O2 in the gas phase, with properties calculated with ωB97M-V/def2-TZVPD.

Each line ends with the natural charge from an NBO analysis.
Atoms and positions in Å:
C (-3.602, -0.265, 1.819)  -0.653
C (-2.794, 0.982, 1.878)  0.218
N (-3.236, 2.078, 2.557)  -0.531
C (-2.307, 3.080, 2.473)  0.203
C (-2.341, 4.368, 2.986)  -0.258
C (-1.265, 5.188, 2.721)  -0.214
C (-0.192, 4.737, 1.951)  -0.230
C (-0.156, 3.458, 1.441)  -0.191
C (-1.217, 2.595, 1.712)  -0.104
C (-1.545, 1.243, 1.346)  -0.119
C (-0.786, 0.298, 0.576)  -0.149
C (0.535, 0.323, 0.359)  -0.284
C (1.237, -0.714, -0.397)  0.453
N (2.156, -1.364, 0.230)  -0.475
C (2.803, -2.386, -0.400)  0.168
C (3.792, -3.103, 0.285)  -0.217
C (4.431, -4.151, -0.335)  -0.175
C (4.108, -4.512, -1.644)  -0.234
C (3.143, -3.817, -2.334)  -0.153
C (2.483, -2.749, -1.720)  -0.154
C (1.490, -1.975, -2.441)  0.661
O (1.182, -2.155, -3.611)  -0.654
N (0.900, -0.944, -1.712)  -0.419
C (0.078, -0.021, -2.480)  -0.257
C (-1.372, -0.486, -2.706)  -0.057
O (-1.494, -1.851, -2.984)  -0.731
H (-4.607, -0.088, 2.196)  0.219
H (-3.674, -0.630, 0.796)  0.235
H (-3.141, -1.049, 2.419)  0.237
H (-4.111, 2.137, 3.051)  0.412
H (-3.184, 4.714, 3.567)  0.212
H (-1.255, 6.198, 3.104)  0.213
H (0.626, 5.413, 1.750)  0.212
H (0.677, 3.142, 0.833)  0.211
H (-1.358, -0.530, 0.177)  0.204
H (1.172, 1.032, 0.864)  0.230
H (4.028, -2.813, 1.297)  0.227
H (5.193, -4.704, 0.196)  0.215
H (4.619, -5.340, -2.113)  0.216
H (2.875, -4.071, -3.348)  0.233
H (0.074, 0.949, -1.979)  0.229
H (0.563, 0.072, -3.459)  0.227
H (-1.782, 0.120, -3.530)  0.163
H (-1.983, -0.300, -1.818)  0.167
H (-0.763, -2.105, -3.573)  0.495

Properties
frontier orbital gap = 8.12 eV
HOMO = -7.736 eV
SMILES = Cc1[nH]c2ccccc2c1/C=C/c1nc2ccccc2c(=O)n1CCO
ΔE to the lowest compared entry with this formula, charge and spin = 37.5 kJ/mol
charge = 0

---

Below is 2 unconnected molecules or ions with the total composition C14H17N, with properties calculated with ωB97M-V/def2-TZVPD.

Each line ends with the natural charge from an NBO analysis.
Atoms and positions in Å:
C (-3.823, 1.305, -0.431)  -0.206
C (-2.769, 2.202, -0.359)  -0.220
C (-3.580, -0.041, -0.231)  -0.234
C (-1.500, 1.741, -0.083)  -0.190
C (-2.309, -0.523, 0.053)  0.090
C (-1.238, 0.381, 0.133)  -0.124
C (4.836, 1.312, -0.235)  -0.398
C (3.534, 1.355, -0.529)  -0.205
C (2.512, 0.701, 0.228)  -0.254
C (1.204, 0.729, -0.126)  -0.218
C (0.748, -1.687, -1.128)  0.176
C (-2.126, -1.999, 0.224)  -0.661
C (0.391, -0.780, 1.725)  -0.682
C (0.132, 0.003, 0.479)  0.065
N (1.457, -2.492, -0.550)  -0.672
H (-4.824, 1.652, -0.639)  0.212
H (-2.938, 3.258, -0.510)  0.212
H (-4.401, -0.741, -0.290)  0.206
H (-0.689, 2.448, 0.005)  0.213
H (5.577, 1.804, -0.840)  0.196
H (5.199, 0.768, 0.623)  0.187
H (3.206, 1.909, -1.403)  0.195
H (2.839, 0.138, 1.092)  0.202
H (0.944, 1.300, -1.011)  0.204
H (0.450, -1.464, -2.138)  0.171
H (-2.787, -2.541, -0.453)  0.216
H (-1.097, -2.287, 0.016)  0.230
H (-2.372, -2.301, 1.242)  0.222
H (-0.535, -1.050, 2.222)  0.219
H (0.992, -0.185, 2.413)  0.223
H (0.954, -1.690, 1.492)  0.252
H (2.011, -3.226, -0.991)  0.375

Properties
frontier orbital gap (spin up / spin down) = 7.06 / 6.95 eV
HOMO (spin up / spin down) = -6.794 / -6.996 eV
ΔE to the lowest compared entry with this formula, charge and spin = 462.8 kJ/mol
charge = 0

---

Below is a molecular structure, C50H63BrMoNO8P3S2Si, with properties calculated with ωB97M-V/def2-TZVPD.

Each line ends with the Löwdin spin population.
Atoms and positions in Å:
Mo (0.808, -0.446, -0.136)  1.811
C (0.012, 2.858, -4.363)  -0.001
C (0.382, 2.452, -2.931)  0.001
C (-0.381, 3.364, -1.983)  0.001
P (0.129, 0.624, -2.565)  -0.009
C (0.753, -0.100, -4.175)  -0.001
C (2.169, 0.306, -4.608)  0.000
C (0.585, -1.608, -4.304)  0.000
C (-1.694, 0.430, -2.724)  -0.001
C (-2.353, 0.284, -3.949)  -0.001
C (-3.734, 0.171, -4.005)  0.000
C (-4.476, 0.194, -2.835)  0.000
C (-3.829, 0.318, -1.615)  0.000
C (-2.438, 0.445, -1.532)  0.001
Si (-1.494, 0.524, 0.117)  0.015
C (-2.637, -0.407, 1.315)  -0.003
C (-3.935, -0.009, 1.657)  -0.001
C (-4.785, -0.851, 2.358)  0.000
C (-4.355, -2.125, 2.713)  0.000
C (-3.053, -2.510, 2.448)  0.000
C (-2.182, -1.636, 1.793)  -0.001
P (-0.368, -1.813, 1.789)  -0.014
C (-0.015, -0.941, 3.424)  0.001
C (1.188, -1.462, 4.223)  0.000
C (-1.196, -0.777, 4.385)  0.000
C (-0.122, -3.650, 1.979)  -0.002
C (1.193, -4.250, 1.469)  0.001
C (-0.323, -4.152, 3.419)  -0.001
C (-1.573, 2.296, 0.764)  0.000
C (-2.761, 3.026, 0.632)  0.000
C (-2.891, 4.295, 1.169)  0.000
C (-1.821, 4.864, 1.855)  0.000
C (-0.629, 4.171, 1.960)  0.000
C (-0.481, 2.895, 1.402)  -0.001
P (1.131, 2.013, 1.428)  0.021
C (1.635, 2.203, 3.228)  0.003
C (0.457, 2.355, 4.203)  0.000
C (2.672, 3.286, 3.521)  0.001
C (2.233, 3.083, 0.342)  0.005
C (2.016, 4.596, 0.318)  0.001
C (3.743, 2.782, 0.494)  0.000
H (0.111, 3.944, -4.435)  0.000
H (-1.030, 2.614, -4.584)  0.000
H (0.649, 2.425, -5.126)  0.000
H (1.456, 2.608, -2.782)  0.000
H (-1.461, 3.228, -2.090)  0.000
H (-0.147, 4.406, -2.216)  0.000
H (-0.126, 3.193, -0.946)  0.001
H (0.064, 0.374, -4.863)  -0.001
H (2.906, -0.386, -4.212)  0.000
H (2.470, 1.306, -4.305)  0.000
H (2.210, 0.257, -5.701)  0.000
H (1.313, -2.129, -3.683)  0.000
H (0.759, -1.889, -5.348)  0.000
H (-0.410, -1.948, -4.031)  0.000
H (-1.809, 0.249, -4.882)  0.000
H (-4.226, 0.048, -4.964)  0.000
H (-5.554, 0.084, -2.869)  0.000
H (-4.424, 0.291, -0.712)  0.000
H (-4.292, 0.975, 1.375)  0.000
H (-5.786, -0.523, 2.613)  0.000
H (-5.025, -2.806, 3.225)  0.000
H (-2.730, -3.492, 2.760)  0.000
H (0.234, 0.041, 3.039)  0.001
H (0.852, -2.187, 4.965)  0.000
H (1.642, -0.630, 4.768)  0.000
H (1.971, -1.922, 3.632)  0.000
H (-1.608, -1.739, 4.692)  0.000
H (-2.009, -0.173, 3.981)  0.000
H (-0.820, -0.281, 5.283)  0.000
H (-0.927, -4.022, 1.338)  0.000
H (2.037, -3.914, 2.068)  0.000
H (1.403, -4.010, 0.432)  0.000
H (1.117, -5.337, 1.568)  0.000
H (0.593, -4.010, 3.989)  0.000
H (-0.519, -5.225, 3.379)  0.000
H (-1.133, -3.682, 3.969)  0.000
H (-3.591, 2.603, 0.072)  0.000
H (-3.820, 4.842, 1.056)  0.000
H (-1.911, 5.855, 2.285)  0.000
H (0.205, 4.642, 2.468)  0.000
H (2.120, 1.248, 3.418)  0.000
H (0.206, 3.407, 4.354)  0.000
H (0.745, 1.943, 5.174)  0.000
H (-0.457, 1.862, 3.884)  0.000
H (2.288, 4.290, 3.327)  0.000
H (3.589, 3.146, 2.956)  0.000
H (2.929, 3.238, 4.584)  0.000
H (1.943, 2.708, -0.638)  0.001
H (2.347, 5.073, 1.243)  0.000
H (0.987, 4.889, 0.122)  0.000
H (2.633, 5.000, -0.492)  0.000
H (4.239, 3.613, 0.997)  0.000
H (4.192, 2.674, -0.495)  0.000
H (3.953, 1.870, 1.046)  0.000
O (3.171, -1.232, -2.378)  0.006
S (3.664, -0.078, -1.676)  0.009
O (4.190, 1.012, -2.455)  0.002
O (2.593, 0.460, -0.746)  0.040
C (5.026, -0.712, -0.717)  0.000
C (6.231, -0.703, -1.410)  0.000
C (7.337, -1.354, -0.892)  0.000
C (7.248, -2.026, 0.316)  0.000
C (6.057, -2.033, 1.021)  0.000
C (4.942, -1.374, 0.514)  0.000
S (3.523, -1.331, 1.578)  0.006
O (3.789, -2.290, 2.620)  0.000
O (3.400, 0.035, 2.028)  0.005
O (2.333, -1.742, 0.740)  0.024
H (6.281, -0.185, -2.359)  0.000
H (8.270, -1.345, -1.442)  0.000
H (8.111, -2.545, 0.717)  0.000
H (5.970, -2.537, 1.973)  0.000
N (0.846, -3.094, -1.564)  0.077
C (0.080, -2.227, -1.105)  0.006
H (0.400, -3.877, -2.032)  0.004
Br (-6.459, -2.446, -4.957)  0.000
C (-5.545, -2.519, -3.299)  0.000
C (-6.239, -2.256, -2.127)  0.000
C (-5.557, -2.288, -0.919)  0.000
C (-4.195, -2.551, -0.890)  0.000
C (-3.518, -2.801, -2.074)  0.000
C (-4.195, -2.809, -3.288)  0.000
C (-2.046, -3.059, -2.116)  -0.001
O (-1.548, -3.754, -2.966)  -0.001
O (-1.393, -2.371, -1.157)  -0.005
H (-7.296, -2.028, -2.163)  0.000
H (-6.089, -2.093, 0.005)  0.000
H (-3.655, -2.560, 0.047)  0.000
H (-3.655, -3.024, -4.201)  0.000

Properties
frontier orbital gap (spin up / spin down) = 8.16 / 7.60 eV
HOMO (spin up / spin down) = -8.143 / -8.471 eV
2S+1 = 3
charge = 0

---

Below is 10 unconnected molecules or ions with the total composition C33H65NO12, with properties calculated with ωB97M-V/def2-TZVPD.

Each line ends with the Mulliken charge.
Atoms and positions in Å:
C (44.817, 27.715, 48.113)  -1.036
C (43.297, 27.716, 48.120)  0.517
O (42.534, 26.770, 48.348)  -0.628
N (42.770, 29.097, 47.814)  2.020
H (43.286, 29.943, 48.112)  -0.507
H (42.744, 29.198, 46.638)  0.054
C (41.336, 29.224, 48.220)  -1.428
H (45.008, 26.683, 48.161)  0.067
H (45.353, 28.176, 49.085)  0.122
H (45.213, 27.897, 47.274)  0.804
H (40.756, 30.084, 48.041)  0.496
H (41.147, 28.916, 49.284)  0.099
H (40.733, 28.539, 47.807)  0.870
O (44.681, 30.901, 48.310)  -1.309
H (45.399, 31.147, 48.527)  0.067
C (49.274, 23.213, 46.951)  -1.715
C (47.806, 23.275, 47.565)  0.833
C (47.691, 24.275, 48.622)  -0.502
O (46.907, 23.595, 46.501)  -0.579
H (49.886, 23.024, 47.606)  0.618
H (49.454, 24.222, 46.558)  0.336
H (49.159, 22.412, 46.217)  0.356
H (47.456, 22.292, 47.787)  -0.035
H (47.960, 25.247, 48.221)  0.301
H (48.439, 24.129, 49.582)  0.265
H (46.645, 24.535, 48.943)  -0.187
H (45.971, 23.481, 46.730)  0.399
C (41.704, 31.262, 51.213)  -1.243
C (43.183, 31.243, 51.564)  -0.063
C (43.434, 30.656, 53.018)  -1.130
O (43.773, 30.310, 50.669)  -0.187
H (41.679, 31.407, 50.161)  0.084
H (41.179, 32.125, 51.660)  0.419
H (41.181, 30.428, 51.470)  0.404
H (43.494, 32.110, 51.359)  0.887
H (42.994, 31.408, 53.660)  0.389
H (44.480, 30.635, 52.862)  0.360
H (42.728, 29.611, 53.105)  0.108
H (44.182, 30.761, 49.822)  -0.095
C (42.177, 22.097, 48.086)  -1.195
C (43.667, 22.191, 48.356)  1.132
C (44.522, 20.879, 48.163)  -2.125
O (44.289, 23.338, 47.639)  -0.494
H (41.453, 21.784, 48.802)  0.422
H (42.159, 21.502, 46.999)  0.204
H (41.745, 23.052, 47.970)  0.318
H (44.023, 22.727, 49.217)  0.024
H (44.367, 20.587, 47.336)  0.726
H (44.320, 19.974, 48.870)  0.334
H (45.521, 20.860, 48.263)  0.503
H (44.025, 24.101, 47.970)  0.153
C (41.042, 33.820, 46.938)  -1.696
C (42.443, 33.221, 46.804)  1.653
C (43.325, 34.162, 45.929)  -2.243
O (43.016, 33.050, 48.063)  -0.584
H (40.394, 33.134, 47.441)  0.371
H (40.471, 34.084, 46.041)  0.376
H (40.781, 34.682, 47.546)  0.410
H (42.437, 32.328, 46.266)  -0.138
H (43.160, 35.164, 46.307)  0.453
H (42.885, 34.252, 45.123)  0.779
H (44.275, 33.943, 46.124)  0.329
H (43.680, 32.419, 47.975)  0.305
C (41.396, 27.872, 43.691)  -1.486
C (42.049, 29.241, 43.793)  0.501
C (41.123, 30.419, 44.090)  -0.884
O (42.956, 29.232, 44.937)  -0.320
H (40.860, 27.328, 44.496)  0.279
H (42.204, 26.983, 43.857)  0.263
H (40.825, 27.852, 42.883)  0.532
H (42.556, 29.511, 42.668)  0.305
H (41.817, 31.256, 43.997)  0.220
H (40.858, 30.177, 45.183)  0.075
H (40.440, 30.764, 43.307)  0.438
H (43.663, 29.588, 44.508)  -0.187
C (47.214, 29.529, 44.568)  -1.304
C (46.697, 30.670, 45.496)  0.585
C (46.805, 32.104, 45.067)  -1.052
O (45.351, 30.347, 45.730)  0.358
H (46.702, 29.639, 43.610)  0.309
H (47.038, 28.525, 45.045)  0.227
H (48.367, 29.557, 44.513)  0.362
H (47.165, 30.581, 46.537)  0.296
H (47.833, 32.394, 44.864)  0.381
H (46.180, 32.538, 45.968)  0.105
H (46.327, 32.357, 44.163)  0.268
H (45.312, 30.819, 46.643)  -0.436
C (37.812, 23.722, 50.377)  -0.664
C (38.515, 24.673, 49.359)  -0.273
C (38.689, 26.073, 49.865)  0.445
O (39.325, 26.965, 49.218)  -0.405
C (38.422, 26.326, 51.268)  -0.135
C (37.874, 25.455, 52.212)  -0.394
C (37.596, 24.017, 51.816)  0.514
O (36.988, 23.283, 52.576)  -0.529
H (37.997, 22.760, 50.080)  0.420
H (38.851, 24.512, 48.314)  0.430
H (38.646, 27.393, 51.551)  0.325
H (37.863, 25.735, 53.358)  0.286
C (44.928, 27.114, 53.262)  -0.364
C (44.205, 26.683, 51.989)  0.036
C (44.641, 25.373, 51.192)  0.477
O (44.071, 25.058, 50.225)  -0.284
C (45.691, 24.598, 51.916)  -0.121
C (46.410, 25.060, 53.118)  -0.635
C (46.112, 26.300, 53.785)  0.467
O (46.602, 26.726, 54.841)  -0.557
H (44.776, 28.094, 53.701)  0.376
H (43.267, 27.358, 51.557)  -0.042
H (46.118, 23.618, 51.401)  0.275
H (46.991, 24.332, 53.846)  0.270

Properties
frontier orbital gap = 6.54 eV
HOMO = -9.053 eV
ΔE to the lowest compared entry with this formula, charge and spin = 1400.4 kJ/mol
charge = 0

---

Below is a molecular structure, C2H3ClN2, with properties calculated with ωB97M-V/def2-TZVPD.

Each line ends with the natural charge from an NBO analysis.
Atoms and positions in Å:
C (-0.922, -0.369, -0.018)  -0.001
C (-0.395, 1.363, -0.674)  -0.301
N (1.076, -0.896, 1.090)  -0.421
N (-0.073, -0.946, 0.624)  -0.118
Cl (0.886, 2.020, 0.051)  0.120
H (-1.849, -0.699, -0.434)  0.215
H (-0.280, 1.396, -1.737)  0.164
H (1.559, -1.870, 1.099)  0.341

Properties
frontier orbital gap (spin up / spin down) = 7.74 / 7.86 eV
HOMO (spin up / spin down) = -8.417 / -8.169 eV
ΔE to the lowest compared entry with this formula, charge and spin = 610.9 kJ/mol
charge = 0

---

Number 1: molecular weight 249.29 g/mol, strongest force on any atom 2.8 eV/A, E -1055.21559 Eh. Number 2: molecular weight 345.40 g/mol, strongest force on any atom 0.8 eV/A, E -1126.42900 Eh. Number 3: molecular weight 199.30 g/mol, strongest force on any atom 2.5 eV/A, E -598.27685 Eh. Number 4: molecular weight 1167.04 g/mol, strongest force on any atom 0.8 eV/A, E -7351.99443 Eh. Number 5: molecular weight 667.88 g/mol, strongest force on any atom 16.7 eV/A, E -2253.25497 Eh. Number 6: molecular weight 90.51 g/mol, strongest force on any atom 5.7 eV/A, E -647.48916 Eh.